1.
15
Properties=species:S:1:pos:R:3:lowdin_charge:R:1 method="wB97M-V/def2-TZVPD" homo_ha=-0.314 e_above_lowest_ev=3.721 orbital_gap_ev=9.38 smiles="CNN1CC=CS1"
C 1.798 1.090 -0.234 -0.167
N 0.966 -0.070 -0.113 -0.168
N -0.053 0.123 0.821 -0.407
C -1.045 -0.954 0.879 -0.238
C -1.907 -0.854 -0.398 -0.141
C -2.172 0.428 -0.581 -0.397
S -1.138 1.551 0.371 0.887
H 2.157 1.511 0.850 0.131
H 2.706 0.768 -0.811 0.086
H 1.242 1.938 -0.667 0.028
H 0.545 -0.299 -0.964 0.075
H -1.644 -0.773 1.768 0.112
H -0.425 -1.798 0.842 0.093
H -2.232 -1.654 -0.968 0.072
H -2.668 1.115 -1.213 0.033

---

2.
16
Properties=species:S:1:pos:R:3:lowdin_charge:R:1 method="wB97M-V/def2-TZVPD" homo_ha=-0.300 e_above_lowest_ev=4.978 orbital_gap_ev=8.58 smiles="N[C@@H]1C[C@H]1S/C=N/S"
N 1.554 1.755 0.592 -0.021
C 1.528 0.951 -0.623 -0.510
C 1.411 1.573 -2.007 -0.056
C 0.182 0.864 -1.311 -0.507
S -0.813 -0.704 -1.612 0.878
C -1.136 -1.108 0.024 -0.657
N -0.292 -0.551 0.960 -0.493
S -0.861 -1.068 2.462 0.638
H 1.691 1.074 1.577 0.164
H 2.434 2.350 0.168 0.134
H 2.092 0.023 -0.752 0.129
H 1.786 0.723 -2.631 0.110
H 1.126 2.621 -2.279 0.119
H -0.431 1.479 -0.696 0.071
H -1.942 -2.040 0.273 0.127
H -0.730 0.014 3.363 -0.125

---

3.
16
Properties=species:S:1:pos:R:3:lowdin_charge:R:1 method="wB97M-V/def2-TZVPD" homo_ha=-0.307 e_above_lowest_ev=1.714 orbital_gap_ev=8.72
C -1.343 -1.464 0.838 -0.394
S -2.282 -0.853 -0.575 0.851
C -1.571 0.722 -0.922 -0.498
N -0.422 1.302 -0.823 0.020
N 0.735 0.596 -0.385 -0.266
C 1.519 1.262 0.682 -0.059
C 1.139 -0.463 -1.101 -0.724
S 2.417 -1.383 -0.637 0.582
H -0.488 -2.062 0.542 0.017
H -1.043 -0.569 1.415 0.047
H -1.996 -2.075 1.460 0.036
H -2.370 1.355 -1.331 0.065
H 0.975 2.149 1.001 0.080
H 1.626 0.601 1.559 0.079
H 2.520 1.522 0.323 0.081
H 0.585 -0.640 -2.044 0.084

---

4.
16
Properties=species:S:1:pos:R:3:lowdin_charge:R:1 method="wB97M-V/def2-TZVPD" homo_ha=-0.301 e_above_lowest_ev=2.632 orbital_gap_ev=8.63
C -1.737 -0.661 1.575 -1.342
C -0.035 0.436 -0.832 -0.275
C 2.413 0.071 -0.927 -0.117
C 1.026 -0.472 -0.917 -0.142
N -1.918 -0.606 0.221 -0.069
N -1.350 0.429 -0.614 -0.068
S -2.629 -1.509 2.594 0.618
S -0.398 0.146 2.285 0.775
H 0.204 1.527 -0.851 0.127
H 3.136 -0.601 -1.365 0.075
H 2.626 0.216 0.118 0.065
H 2.391 1.069 -1.252 0.053
H 0.058 0.968 1.243 -0.101
H 0.937 -1.531 -0.841 0.088
H -2.880 -0.841 -0.063 0.134
H -1.844 1.359 -0.371 0.180

---

5.
15
Properties=species:S:1:pos:R:3:lowdin_charge:R:1 method="wB97M-V/def2-TZVPD" homo_ha="-0.370 / -0.302" e_above_lowest_ev=4.632 orbital_gap_ev="10.19 / 5.35"
C 2.828 -0.163 -0.117 -0.112
C 1.970 -1.084 0.461 -0.074
C 0.918 0.752 0.205 -0.259
C -1.900 -0.940 0.012 -0.210
N 2.141 0.992 -0.259 0.058
N 0.771 -0.461 0.624 0.030
Si -2.380 0.882 -0.382 0.559
H 3.905 -0.274 -0.532 0.141
H 1.998 -2.195 0.535 0.128
H 0.186 1.548 0.307 0.070
H -1.339 -1.126 0.901 -0.059
H -1.674 -1.677 -0.784 -0.015
H -3.821 1.057 -0.342 -0.107
H -1.721 1.331 -1.589 -0.088
H -1.883 1.357 0.960 -0.062

---

6.
15
Properties=species:S:1:pos:R:3:lowdin_charge:R:1 method="wB97M-V/def2-TZVPD" charge=+1 homo_ha=-0.522 e_above_lowest_ev=5.966 orbital_gap_ev=9.75 smiles=C#[N+]C1(NN)CC1
C -1.532 1.598 0.108 0.273
N -0.355 1.399 0.190 0.162
C 0.367 0.201 0.199 -0.403
N -0.529 -0.945 0.511 0.019
N -1.758 -0.649 -0.160 0.040
C 1.955 0.131 0.559 0.018
C 1.442 -0.147 -0.860 -0.067
H -2.566 1.875 0.132 0.128
H -0.666 -1.118 1.483 0.127
H -1.789 -1.158 -1.074 0.151
H -2.586 -0.950 0.261 0.091
H 2.306 -0.802 0.965 0.104
H 2.474 1.153 0.574 0.145
H 1.558 -1.136 -1.219 0.099
H 1.678 0.547 -1.666 0.113

---

7.
15
Properties=species:S:1:pos:R:3:lowdin_charge:R:1 method="wB97M-V/def2-TZVPD" charge=+1 homo_ha=-0.562 e_above_lowest_ev=4.552 orbital_gap_ev=9.85
C -0.210 -2.370 -1.408 -0.045
C -0.022 -0.632 -0.945 -0.228
C -0.274 1.452 1.815 -0.071
C 0.723 0.825 0.849 -0.278
N 0.056 -1.912 -0.239 0.193
N -0.418 -1.139 -2.111 0.171
N 0.179 0.617 -0.412 0.129
H -0.421 -3.408 -1.769 0.170
H -1.189 0.946 1.614 0.052
H 0.157 1.234 2.978 0.163
H -0.278 2.610 1.696 0.111
H 1.579 1.507 0.771 0.135
H 1.143 -0.185 1.151 0.145
H -0.718 -0.839 -3.058 0.193
H -0.307 1.293 -0.933 0.160

---

8.
15
Properties=species:S:1:pos:R:3:lowdin_charge:R:1 method="wB97M-V/def2-TZVPD" charge=+1 homo_ha="-0.510 / -0.510" e_above_lowest_ev=6.112 orbital_gap_ev="6.37 / 6.29"
C 0.882 -1.953 -0.587 -0.111
C 0.919 0.158 -0.049 -0.338
C -2.972 0.241 0.367 0.434
C 1.440 1.522 0.191 0.003
N -0.324 -1.524 -0.345 -0.002
N -0.356 -0.266 0.004 0.074
N 1.700 -0.870 -0.433 0.156
H 1.254 -2.938 -1.048 0.170
H -3.043 -0.509 -0.348 0.028
H -3.320 1.280 0.214 0.082
H -3.424 0.034 1.345 0.076
H 2.084 2.046 -0.467 0.073
H 2.010 1.457 1.187 0.125
H 0.510 2.136 0.267 0.097
H 2.640 -0.813 -0.300 0.134

---

9.
15
Properties=species:S:1:pos:R:3:lowdin_charge:R:1 method="wB97M-V/def2-TZVPD" charge=+1 homo_ha="-0.540 / -0.540" e_above_lowest_ev=8.890 orbital_gap_ev="8.01 / 8.02"
C 2.748 -0.535 0.296 -0.056
C 1.433 0.376 -0.103 -0.053
C -1.937 -0.921 -0.033 -0.060
C -1.595 0.449 -0.579 -0.358
N 1.607 -0.932 -0.309 0.164
N 2.750 0.808 -0.080 0.149
N -0.794 1.305 0.101 0.214
H 3.274 -1.009 1.110 0.160
H -1.079 -1.571 -0.214 0.071
H -2.135 -0.900 1.036 0.086
H -2.794 -1.344 -0.548 0.088
H -1.358 0.451 -1.656 0.150
H -2.517 1.092 -0.546 0.198
H 3.151 1.599 0.416 0.156
H -0.752 1.134 1.109 0.091

---

10.
16
Properties=species:S:1:pos:R:3:lowdin_charge:R:1 method="wB97M-V/def2-TZVPD" charge=+1 homo_ha=-0.557 e_above_lowest_ev=5.547 orbital_gap_ev=10.73 smiles="C[C@@H]1N=N[C@]2(CO2)[NH2+]1"
C -2.103 0.334 -0.286 -0.012
C -0.992 0.595 0.638 -0.355
N -0.211 1.656 -0.041 0.132
N 0.947 1.308 -0.301 0.163
C 1.276 0.015 -0.003 -0.375
C 2.288 -0.805 -0.729 0.006
O 2.484 -0.252 0.520 0.110
N -0.134 -0.580 0.709 0.218
H -1.558 0.040 -1.113 0.077
H -2.460 1.313 -0.638 0.120
H -2.872 -0.260 0.094 0.089
H -1.159 1.093 1.613 0.183
H 2.089 -1.827 -0.948 0.121
H 2.946 -0.251 -1.440 0.155
H 0.024 -0.907 1.620 0.152
H -0.566 -1.470 0.307 0.216

---

11.
17
Properties=species:S:1:pos:R:3:lowdin_charge:R:1 method="wB97M-V/def2-TZVPD" charge=+1 homo_ha="-0.421 / -0.421" e_above_lowest_ev=5.012 orbital_gap_ev="5.95 / 5.94"
C -3.908 0.599 0.455 0.193
C -2.698 0.399 -0.157 -0.088
C -1.979 -0.723 -0.062 -0.058
C 2.167 -0.092 -0.046 -0.454
N 3.204 -0.448 0.653 0.149
N 2.070 -0.267 -1.407 0.190
N 1.125 0.540 0.541 -0.101
O -1.577 -1.798 -0.229 0.310
O -0.024 0.895 0.028 -0.207
H -4.492 1.525 0.393 0.103
H -4.606 -0.205 0.753 0.111
H -1.999 1.201 -0.482 0.136
H 4.129 -0.759 0.221 0.166
H 3.022 -1.011 1.506 0.143
H 3.013 -0.501 -1.859 0.159
H 1.404 0.194 -1.913 0.061
H 1.149 0.452 1.605 0.188

---

12.
19
Properties=species:S:1:pos:R:3:lowdin_charge:R:1 method="wB97M-V/def2-TZVPD" charge=-1 homo_ha=-0.183 e_above_lowest_ev=0.218 orbital_gap_ev=8.53
C 0.574 -1.595 0.068 -0.728
C -1.563 0.041 1.493 -0.100
C -0.291 0.665 1.030 -0.112
C 0.659 -0.010 0.380 -0.132
N 2.826 -0.022 -0.488 -0.005
N -2.294 -0.507 -1.917 0.006
N 1.833 0.597 0.004 -0.125
O 0.140 -1.857 -1.048 -0.034
O 1.994 2.003 0.187 0.019
O 0.908 -2.286 1.016 0.000
O 3.830 0.693 -0.747 -0.118
H -1.595 -1.005 1.204 0.073
H -1.640 0.110 2.579 0.070
H -2.424 0.553 1.064 0.064
H -1.583 -1.149 -1.558 -0.031
H -0.156 1.717 1.263 0.096
H -2.059 -0.386 -2.898 -0.007
H -2.092 0.384 -1.471 -0.015
H 2.934 2.055 -0.161 0.079

---

13.
16
Properties=species:S:1:pos:R:3:lowdin_charge:R:1 method="wB97M-V/def2-TZVPD" charge=+1 homo_ha=-0.516 e_above_lowest_ev=3.809 orbital_gap_ev=9.87 smiles="C[C@@H]1N=N[C@@]2(CS2)[NH2+]1"
C -1.607 -0.004 -1.325 -0.012
C -1.234 0.423 0.100 -0.301
N -0.527 1.697 -0.021 0.098
N 0.648 1.566 0.261 0.060
C 1.023 0.225 0.520 -0.757
C 2.295 -0.344 0.952 -0.267
S 2.084 -0.209 -0.873 0.961
N -0.224 -0.534 0.638 0.141
H -0.733 -0.373 -1.770 0.046
H -2.054 0.810 -1.902 0.108
H -2.402 -0.823 -1.344 0.128
H -2.112 0.710 0.681 0.167
H 3.080 0.439 1.287 0.139
H 2.304 -1.336 1.348 0.084
H -0.249 -0.973 1.583 0.216
H -0.294 -1.275 -0.136 0.188

---

14.
16
Properties=species:S:1:pos:R:3:lowdin_charge:R:1 method="wB97M-V/def2-TZVPD" charge=+1 homo_ha=-0.472 e_above_lowest_ev=0.813 orbital_gap_ev=8.46
N 0.652 1.124 -0.966 0.209
C 0.617 -0.177 -1.048 -0.363
N 0.930 -0.827 -2.150 0.227
C 0.184 -0.948 0.164 -0.053
C -1.232 -0.565 0.575 -0.092
N -1.534 0.099 1.591 0.029
C -0.940 0.889 2.459 -0.616
S 0.001 2.144 1.951 0.752
H 0.942 1.712 -1.734 0.146
H 0.410 1.592 -0.060 -0.014
H 0.916 -1.836 -2.195 0.142
H 1.235 -0.336 -2.981 0.146
H 0.865 -0.717 0.990 0.138
H 0.219 -2.020 -0.036 0.131
H -2.039 -0.912 -0.057 0.138
H -1.225 0.779 3.497 0.081

---

15.
16
Properties=species:S:1:pos:R:3:lowdin_charge:R:1 method="wB97M-V/def2-TZVPD" charge=+1 homo_ha=-0.482 e_above_lowest_ev=4.188 orbital_gap_ev=8.71 smiles="[NH3+][C@]1(S)C=NC=NC1"
N 2.012 0.156 -0.416 0.193
C 0.578 -0.246 -0.012 -0.607
S 0.796 -1.763 0.981 0.848
C -0.330 -0.045 -1.195 -0.119
N -1.605 -0.257 -1.074 0.104
C -2.291 -0.070 0.090 -0.183
N -1.784 0.738 0.960 0.060
C -0.448 0.936 1.066 -0.122
H 2.391 0.931 -0.011 0.119
H 1.832 0.334 -1.411 0.150
H 2.697 -0.616 -0.257 0.159
H -0.262 -2.435 0.512 -0.098
H 0.055 0.331 -2.113 0.116
H -3.378 -0.397 0.043 0.156
H -0.191 0.487 2.036 0.109
H -0.072 1.916 0.801 0.114

---

Calculated values (eV) of DFT total energy for the records, taken in order: -18090.02119; -28923.33042; -28926.59449; -28925.67592; -15130.11579; -8736.81540; -8738.23011; -8736.66974; -8733.89200; -10784.75384; -12832.25880; -16936.26612; -19573.44516; -19576.44204; -19573.06621.